1.
DFT (ωB97M-V/def2-TZVPD) results for a 3-piece molecular cluster, C13H34BNO10P2S overall at a distorted geometry.

```
62
Properties=species:S:1:pos:R:3:forces:R:3
C 0.8125 -4.1935 -5.2843 0.09 -0.18 0.00
C 0.2544 -2.7909 -5.1354 0.60 0.04 -0.20
O -1.1449 -2.7742 -5.3473 0.68 -0.24 0.62
P -2.1079 -3.3102 -4.1124 -3.15 5.09 -7.65
O -1.9818 -1.9984 -3.2994 1.15 -3.76 2.68
O -3.5824 -2.8742 -4.7475 0.06 -1.14 0.89
C -4.5256 -2.1546 -3.9702 -0.36 0.58 0.01
C -4.5396 -0.7016 -4.4095 0.16 0.22 -0.10
O -2.2489 -4.7758 -5.0207 1.46 -0.53 3.54
C -3.1049 -4.9670 -6.1411 -0.97 -0.31 -0.48
C -2.7398 -4.1381 -7.3590 0.15 0.53 0.12
H 0.4337 -4.8483 -4.4933 0.06 -0.02 -0.03
H 1.9050 -4.1862 -5.2296 -0.10 0.02 0.02
H 0.5084 -4.6327 -6.2393 0.06 0.09 0.12
H 0.4970 -2.3815 -4.1492 -0.01 0.09 -0.04
H 0.7090 -2.1355 -5.8846 -0.20 0.01 0.06
H -4.3250 -2.2532 -2.8984 0.08 0.12 -0.20
H -5.5106 -2.5965 -4.1524 0.11 -0.10 -0.07
H -3.5463 -0.2466 -4.3268 -0.14 -0.16 0.16
H -5.2413 -0.1168 -3.8099 0.01 -0.04 -0.05
H -4.8274 -0.6248 -5.4635 -0.07 -0.07 0.15
H -4.1523 -4.8305 -5.8540 0.22 0.15 -0.06
H -3.0088 -6.0240 -6.4133 0.26 0.02 0.33
H -2.9195 -3.0711 -7.1925 0.03 -0.21 0.00
H -3.3408 -4.4441 -8.2216 0.01 -0.14 0.18
H -1.6812 -4.2566 -7.6103 -0.17 -0.06 0.02
C -1.4348 2.3695 5.9925 -0.06 -0.14 0.13
C -1.0421 3.2918 4.8542 -0.63 0.07 0.14
O 0.3117 3.6896 4.9646 -0.55 -0.75 -0.27
P 1.4660 2.5964 4.5038 1.62 9.49 1.56
O 1.2697 2.8626 2.9912 -0.37 -4.67 0.85
O 2.7945 3.5937 4.5932 0.17 -1.44 0.20
C 3.7221 3.6680 3.5228 0.29 0.47 -0.42
C 3.5063 4.9599 2.7555 -0.19 0.19 -0.10
O 1.6853 2.2989 6.1939 -1.01 -3.18 -2.04
C 2.4276 3.1259 7.0825 0.97 0.32 0.55
C 1.8284 4.5020 7.3078 -0.20 0.24 -0.47
H -0.8915 1.4214 5.9295 -0.07 0.00 0.04
H -2.5067 2.1528 5.9666 0.10 0.02 -0.03
H -1.1873 2.8190 6.9591 -0.06 -0.03 -0.15
H -1.2217 2.8101 3.8874 0.00 0.10 -0.02
H -1.6555 4.1973 4.8895 0.21 -0.01 -0.05
H 3.6566 2.7917 2.8698 -0.10 0.20 0.05
H 4.7277 3.6687 3.9558 -0.11 -0.04 0.11
H 2.4798 5.0387 2.3807 0.18 -0.20 0.01
H 4.1926 5.0329 1.9084 -0.01 0.01 0.06
H 3.6625 5.8233 3.4111 0.10 -0.15 -0.06
H 3.4755 3.1833 6.7713 -0.24 0.10 -0.06
H 2.4336 2.6008 8.0441 -0.22 -0.27 -0.24
H 1.8918 5.1242 6.4093 0.00 -0.14 0.15
H 2.3624 5.0229 8.1093 0.02 -0.23 -0.02
H 0.7713 4.4288 7.5816 0.18 -0.02 0.03
O 4.4273 -2.1449 0.6525 -3.79 -1.60 -1.40
N 3.3296 -2.3812 0.1214 4.93 0.66 2.41
O 3.0412 -1.3655 -0.7192 -1.45 1.98 -0.54
C 2.4634 -0.2707 0.1255 -0.50 1.52 0.72
B 1.2194 -0.9438 0.9829 0.49 -0.54 -1.72
S -0.2849 -1.5019 -0.0473 0.24 -1.01 -0.16
H 3.3012 0.2154 0.7821 -1.39 -1.04 -1.35
H 1.9822 0.5743 -0.5494 1.26 -1.99 0.97
H 1.2032 -1.1328 2.1442 0.00 0.35 0.28
H 0.0003 -2.7961 -0.5625 0.20 1.74 0.80
```
Forces are in eV/Å.

The HOMO energy comes out at -9.14 eV. The energy is -66078.211 eV. The structure (SMILES) is CCOP(=O)(OCC)OCC.CCOP(=O)(OCC)OCC.O=NOCBS. For the LUMO energy, the calculation gives -2.33 eV. As for the charge: 0.



2.
DFT (ωB97M-V/def2-TZVPD) results for C21H48DyINO2P3 as an isolated structure at a distorted geometry.

```
77
Properties=species:S:1:pos:R:3:forces:R:3
C 0.0146 0.3806 -9.7356 0.00 0.29 -0.21
C 0.0211 1.0876 -8.4130 0.04 4.45 0.01
H 0.0181 1.1235 -10.5572 0.00 -0.34 0.58
H -0.8766 -0.2480 -9.8000 0.11 0.00 0.02
H 0.8981 -0.2586 -9.8025 -0.11 0.00 0.02
O 0.0327 2.2936 -8.2085 -0.04 -4.39 -0.40
I 0.0078 -0.3234 -6.7101 0.00 -0.04 0.18
Dy 0.0099 0.1019 -1.9412 0.07 -4.87 -0.98
P 2.5106 0.2678 -1.9536 0.44 1.06 0.57
C 3.3017 1.5689 -1.0947 1.44 0.88 0.40
C 3.0008 -1.2877 -1.2399 0.24 -0.64 0.11
H 4.0802 -1.3494 -1.3790 0.11 -0.45 0.12
H 4.0952 0.1178 -3.6387 0.08 -0.04 -0.55
H 2.5012 -2.1326 -1.7464 0.33 0.25 0.13
H 2.5160 -0.5224 -4.2226 0.28 0.19 0.15
H 3.0333 1.5840 -0.0305 0.13 -0.14 -0.40
H 2.7479 -1.3344 -0.1739 0.07 0.06 -0.35
C 3.0151 0.2751 -3.6487 0.60 0.02 -0.83
H 4.3733 1.3904 -1.2044 0.25 0.50 0.30
H 2.7785 1.2379 -4.1273 0.14 -0.29 0.18
H 3.0402 2.5498 -1.5231 0.14 -0.38 0.06
P -2.4821 0.3144 -1.9505 -0.54 1.04 0.69
C -3.2485 1.6318 -1.0925 -1.37 0.96 0.38
C -2.9895 0.3281 -3.6450 -0.53 0.02 -0.82
H -2.5187 -2.0853 -1.7402 -0.32 0.23 0.09
H -4.0821 -1.2718 -1.3697 -0.11 -0.45 0.12
H -2.7455 -1.2819 -0.1680 -0.08 0.07 -0.37
C -3.0010 -1.2320 -1.2334 -0.24 -0.65 0.11
H -2.5037 -0.4785 -4.2184 -0.28 0.21 0.15
H -4.0717 0.1882 -3.6334 -0.09 -0.03 -0.53
H -4.3238 1.4746 -1.2030 -0.23 0.51 0.32
H -2.9670 2.6068 -1.5216 -0.16 -0.38 0.04
H -2.7374 1.2861 -4.1247 -0.15 -0.28 0.17
H -2.9779 1.6438 -0.0288 -0.09 -0.07 -0.40
C 0.0314 2.0627 -0.8461 0.01 10.15 7.90
O 0.0366 3.0865 -0.1181 -0.20 -8.14 -6.58
C 1.1138 -2.9105 1.6169 0.33 0.14 0.38
C 0.1153 -2.2335 2.5723 -0.02 0.05 0.01
C -1.2450 -2.9207 2.3661 0.17 -0.06 0.26
C 0.5594 -2.4631 4.0287 -0.02 0.01 -0.11
P -0.0276 -0.3170 2.0623 0.12 -0.26 3.06
N -0.0203 -0.3896 0.4789 -0.22 1.54 -2.07
C -1.7277 0.4687 2.8924 0.19 -0.05 0.04
C -1.8569 0.1870 4.3980 0.55 0.23 0.17
C -1.7404 1.9946 2.6649 0.14 -0.12 0.32
C -3.0060 -0.0947 2.2749 -0.02 -0.25 -1.51
C 1.5714 0.6969 2.8486 -0.29 -0.06 0.05
C 2.8770 -0.0197 2.4767 -0.08 -0.12 -0.53
C 1.6418 2.1163 2.2821 -0.34 0.18 -0.90
C 1.5398 0.8526 4.3724 -0.11 -0.26 0.13
H 1.1697 -3.9792 1.8628 -0.10 0.21 0.00
H 2.1299 -2.5127 1.7133 -0.22 -0.05 -0.04
H 0.7980 -2.8163 0.5856 -0.09 0.00 -0.26
H -1.1128 -4.0092 2.4802 0.12 0.34 -0.11
H -1.9578 -2.6355 3.1411 -0.05 0.07 -0.21
H -1.6376 -2.7351 1.3670 -0.17 0.01 0.04
H 1.5818 -2.1300 4.2032 -0.05 0.05 0.04
H -0.1090 -1.9954 4.7582 0.17 -0.04 -0.14
H 0.5504 -3.5484 4.2285 -0.07 0.33 -0.17
H -1.0248 0.5776 4.9939 -0.18 -0.18 -0.16
H -2.7647 0.6846 4.7720 0.19 -0.11 -0.23
H -1.9679 -0.8743 4.5959 -0.02 -0.11 0.08
H -1.5571 2.2613 1.6215 0.05 0.07 0.15
H -2.7221 2.4023 2.9585 0.21 -0.28 -0.16
H -1.0193 2.4936 3.3201 -0.03 -0.05 -0.29
H -3.0446 0.1190 1.1820 0.00 -0.21 0.82
H -3.1610 -1.1711 2.4060 0.18 0.31 0.03
H -3.8812 0.4012 2.7077 0.24 0.07 0.09
H 2.9967 -0.0922 1.3807 -0.07 -0.15 0.51
H 3.7335 0.5659 2.8399 -0.30 0.00 -0.02
H 2.9646 -1.0061 2.9352 -0.03 0.05 -0.15
H 0.8472 2.7879 2.6266 0.16 -0.32 -0.01
H 2.5908 2.5940 2.5670 -0.15 -0.29 -0.05
H 1.5749 2.1012 1.1817 0.24 0.05 0.63
H 0.7567 1.5389 4.6828 -0.11 -0.06 0.10
H 1.4463 -0.0978 4.9010 -0.07 0.18 0.02
H 2.4862 1.3124 4.6969 -0.18 -0.15 -0.21
```
Forces are in eV/Å.

As for the multiplicity: 6. The HOMO energy (alpha / beta) comes out at -13.23 / -13.82 eV. The calculation puts the energy above the lowest of the compared OMol25 structures with the same formula, charge and spin at 137.6 kcal per mole. The energy is -88172.665 eV. For the LUMO energy (alpha / beta), the calculation gives -7.79 / -6.51 eV. As for the charge: +2.



3.
DFT (ωB97M-V/def2-TZVPD) results for one molecule with the formula C3H3BrO at a distorted geometry.

```
8
Properties=species:S:1:pos:R:3:forces:R:3
C -0.2439 -1.7829 -1.1441 0.65 0.52 0.53
C 0.1644 -0.8569 -0.4869 -0.50 -0.38 0.11
C 0.4294 0.4282 0.1114 -0.22 0.95 3.38
O -0.8688 0.7263 1.1817 2.30 -0.66 -2.38
Br -0.8484 2.3447 2.0136 0.33 -0.29 -0.39
H -0.5008 -2.6360 -1.7224 -0.11 -0.06 0.02
H 0.4986 1.1044 -0.7093 -0.72 1.13 -0.32
H 1.3695 0.6722 0.7561 -1.73 -1.22 -0.95
```
Forces are in eV/Å.

The HOMO energy comes out at -9.75 eV. The calculation puts the energy above the lowest of the compared OMol25 structures with the same formula, charge and spin at 86.2 kcal per mole. The energy is -75244.791 eV. The structure (SMILES) is C#CCOBr. For the LUMO energy, the calculation gives -0.39 eV. As for the charge: 0.



4.
DFT (ωB97M-V/def2-TZVPD) results for C3H5NO3 as an isolated structure at a distorted geometry.

```
12
Properties=species:S:1:pos:R:3:forces:R:3
O -1.8954 -0.5474 -1.2994 0.88 2.64 -0.35
C -1.0765 -0.5471 -0.4960 -1.07 -4.34 2.14
N -0.3741 0.8922 0.5795 -1.08 -3.44 -1.49
C 0.9525 0.6378 0.4368 2.34 4.27 -2.65
O 1.8000 1.6665 0.6495 -1.82 -0.63 1.04
O 1.4231 -0.2415 -0.2908 -1.45 -1.01 0.99
C -0.7213 -1.8106 0.2939 -0.57 -0.63 0.13
H -1.1117 1.4852 0.2012 1.05 1.34 0.22
H 1.1444 2.3842 0.7418 1.03 0.70 0.52
H -1.6814 -2.3423 0.3320 0.14 0.02 -0.39
H -0.4971 -1.7104 1.3577 0.64 0.62 -0.41
H -0.0162 -2.4451 -0.2629 -0.11 0.45 0.25
```
Forces are in eV/Å.

As for the multiplicity: 2. The HOMO energy (alpha / beta) comes out at -16.98 / -16.49 eV. The calculation puts the energy above the lowest of the compared OMol25 structures with the same formula, charge and spin at 75.6 kcal per mole. The energy is -10812.199 eV. For the LUMO energy (alpha / beta), the calculation gives -5.46 / -9.70 eV. As for the charge: +1.



5.
DFT (ωB97M-V/def2-TZVPD) results for one molecule with the formula C4H4F2 at a distorted geometry.

```
10
Properties=species:S:1:pos:R:3:forces:R:3
C 0.8673 1.3840 -0.0232 -2.05 -2.17 0.14
C 0.9220 0.0286 0.0158 0.78 2.87 -0.94
F 2.1063 -0.6189 0.0015 0.45 0.14 0.37
C -0.1369 -0.9253 -0.0625 2.35 -1.68 0.32
C -1.4094 -0.7434 -0.0021 -3.01 0.12 0.32
F -1.9886 0.4800 -0.0011 0.31 -0.16 0.02
H -0.1594 1.7691 -0.1308 0.79 0.00 0.21
H 1.6562 2.0678 0.1078 1.01 0.35 -0.07
H 0.3198 -1.9356 -0.0374 -1.03 0.46 -0.06
H -2.1773 -1.5063 0.1320 0.39 0.06 -0.31
```
Forces are in eV/Å.

The HOMO energy comes out at -9.13 eV. The calculation puts the energy above the lowest of the compared OMol25 structures with the same formula, charge and spin at 8.6 kcal per mole. The energy is -9646.081 eV. The structure (SMILES) is C=C(F)/C=C\F. For the LUMO energy, the calculation gives 0.76 eV. As for the charge: 0.



6.
DFT (ωB97M-V/def2-TZVPD) results for C23H20ClN8OSSr as an isolated structure.

```
55
Properties=species:S:1:pos:R:3:forces:R:3
Sr -0.2891 -0.2140 0.9514 0.37 -0.40 -0.23
N -3.8795 3.3848 1.3692 -0.03 0.00 0.02
C -2.6506 2.7684 1.5111 0.11 -0.10 0.00
S -2.7814 1.1851 2.3561 0.01 0.02 0.02
N -1.6082 3.2938 1.0190 0.02 0.09 -0.08
N -0.4155 2.5580 0.9866 -0.06 -0.06 0.11
C 0.5775 3.3583 0.7416 -0.05 0.07 -0.02
C 1.9767 3.0858 0.6092 -0.02 0.00 -0.01
C 2.8053 4.2202 0.4395 -0.07 0.00 0.01
C 4.1620 4.1258 0.3043 0.08 -0.04 0.00
C 4.7494 2.8418 0.3273 -0.04 0.07 0.00
C 3.9895 1.7181 0.4768 -0.05 0.01 0.01
C 2.5643 1.7769 0.6221 0.05 -0.06 -0.03
O 1.8928 0.7074 0.7392 -0.19 0.15 0.13
H -4.4843 3.3100 2.1722 -0.02 -0.01 -0.01
H -3.8095 4.3159 0.9842 0.01 0.00 0.00
H 0.3059 4.4102 0.6260 0.04 0.01 0.01
H 2.3309 5.1968 0.4222 0.00 0.00 0.00
H 4.7693 5.0121 0.1804 0.01 -0.01 0.00
H 5.8241 2.7442 0.2193 0.00 0.01 0.00
H 4.4332 0.7309 0.4876 0.00 0.00 0.00
N -1.7051 0.5006 -3.6883 0.01 -0.03 -0.01
C -1.4774 0.5985 -2.3395 0.02 -0.11 -0.01
N -1.0979 -0.3714 -1.6026 0.01 0.22 0.21
C -0.8548 -1.6375 -2.1891 0.04 -0.22 -0.07
N -0.3954 -2.6396 -1.4519 -0.09 0.04 -0.02
N -0.2221 -2.4166 -0.1866 -0.01 0.11 0.02
C 0.3064 -3.4593 0.5608 0.04 -0.22 0.01
C 0.4870 -3.3542 1.9092 -0.05 0.15 0.02
C 1.0702 -4.4483 2.6682 -0.06 0.06 0.08
C 1.2248 -4.3657 4.0058 -0.02 0.09 0.06
C 0.8222 -3.1747 4.6999 0.03 -0.06 0.04
C 0.3112 -2.1616 3.9365 0.00 -0.04 -0.13
N 0.1255 -2.1762 2.6058 -0.03 0.12 -0.06
C -1.1083 -1.8309 -3.6002 0.00 0.09 0.08
C -0.9514 -3.0448 -4.2730 0.00 -0.01 -0.05
C -1.2076 -3.1537 -5.6380 0.01 0.00 0.03
C -1.6346 -2.0608 -6.3690 -0.01 0.02 -0.01
C -1.8066 -0.8357 -5.7143 0.00 -0.01 -0.03
C -1.5458 -0.7301 -4.3674 -0.01 0.03 0.04
H -1.9606 1.3196 -4.2071 -0.01 0.01 -0.01
H -1.6342 1.5838 -1.9079 -0.01 0.01 -0.02
H 0.5938 -4.3769 0.0545 -0.05 0.04 -0.08
H 1.3760 -5.3360 2.1265 -0.01 0.00 -0.02
H 1.6599 -5.1923 4.5578 0.00 -0.01 -0.02
H 0.9372 -3.0588 5.7685 0.01 -0.02 -0.01
H 0.0289 -1.2323 4.4370 -0.01 0.01 -0.01
H -0.6181 -3.8973 -3.6978 0.00 -0.01 -0.01
H -1.0709 -4.1094 -6.1302 0.00 -0.01 0.01
H -1.8356 -2.1428 -7.4293 0.00 0.00 0.00
H -2.1410 0.0384 -6.2647 0.00 0.00 0.01
Cl -2.2697 2.6985 4.8884 0.00 -0.01 -0.02
C -1.6475 1.5010 3.7156 -0.05 0.03 0.00
H -1.5196 0.5552 4.2360 0.04 0.01 0.01
H -0.7017 1.8809 3.3408 0.02 -0.02 0.03
```
Forces are in eV/Å.

The HOMO energy comes out at -1.49 eV. The calculation puts the energy above the lowest of the compared OMol25 structures with the same formula, charge and spin at 62.6 kcal per mole. The energy is -62339.599 eV. For the LUMO energy, the calculation gives 2.09 eV. As for the charge: -1.



7.
DFT (ωB97M-V/def2-TZVPD) results for C3H4BrNS as an isolated structure at a distorted geometry.

```
10
Properties=species:S:1:pos:R:3:forces:R:3
C 0.4637 -0.3444 -0.4320 -1.71 1.56 1.59
C 0.5827 1.0031 -0.6889 -0.45 -0.92 -0.23
C -0.4683 -0.4302 0.6964 0.23 1.31 -1.19
N -1.0468 0.7057 1.0927 0.10 -2.26 0.30
S -0.5382 1.9245 0.2170 1.58 1.02 -0.98
Br -4.7687 -0.1601 -0.1216 0.71 1.52 1.05
H 0.8369 -1.0817 -1.1329 0.26 -0.24 0.76
H 1.2792 1.3141 -1.4197 0.22 0.98 -0.72
H -4.2213 0.9958 0.6888 -0.65 -1.55 -1.04
H -0.7371 -1.2717 1.2536 -0.29 -1.42 0.47
```
Forces are in eV/Å.

The HOMO energy comes out at -9.59 eV. The calculation puts the energy above the lowest of the compared OMol25 structures with the same formula, charge and spin at 9.0 kcal per mole. The energy is -85542.739 eV. For the LUMO energy, the calculation gives 0.59 eV. As for the charge: 0.